No. 1
Computed, not measured: CH4ClO3PS in the gas phase, with the ωB97M-V functional and the def2-TZVPD basis.

Properties
Electronic energy (eV): -39891.5635
ΔE to the lowest compared entry with this formula, charge and spin (eV): 1.709
Total charge: 0

Geometry (Å):
P (-0.636, -0.449, -0.751)
H (1.805, 1.539, 1.211)
O (-0.363, -1.039, -2.173)
O (-0.895, -1.719, 0.092)
O (1.253, 0.136, -0.028)
Cl (0.316, -0.056, 2.396)
H (-0.259, -1.792, 0.850)
S (-1.709, 1.206, -0.548)
C (0.870, 0.956, 0.995)
H (-0.376, -0.227, -2.711)
H (-0.005, 1.445, 0.667)

Atomic partial charges in e from the Mulliken method, atoms 1 to 8:
1 P 0.811
2 H 0.285
3 O -0.399
4 O -0.395
5 O -0.489
6 Cl -0.243
7 H 0.339
8 S -0.370

No. 2
Computed, not measured: a molecular structure, C18H28S4Sc, with the ωB97M-V functional and the def2-TZVPD basis.

Properties
Electronic energy (eV): -83154.6643
ΔE to the lowest compared entry with this formula, charge and spin (eV): 0.708
Total charge: +1

Geometry (Å):
C (3.027, -4.632, -1.755)
C (1.460, -3.931, 2.691)
H (-1.950, 2.783, -2.329)
H (-0.877, -3.555, 0.147)
H (-0.732, 1.562, -2.776)
C (2.268, -6.592, -0.620)
H (3.280, 1.319, -0.952)
C (1.294, -2.060, 1.079)
H (1.374, -1.428, -4.695)
H (1.359, 1.487, -3.347)
H (-0.603, 3.528, -0.415)
C (-2.481, -0.849, -2.953)
S (-1.968, 0.916, -0.800)
C (0.977, -3.528, 1.280)
C (-3.123, 0.062, -1.922)
C (-0.544, -3.755, 1.171)
C (-0.128, -2.349, -3.482)
H (0.477, -3.181, -3.110)
C (2.981, -6.012, -1.656)
S (1.855, -0.707, -2.454)
H (0.420, 3.594, -1.864)
H (1.141, -4.938, 2.950)
C (2.380, -3.847, -0.816)
H (-3.753, -0.515, -1.243)
H (2.354, -1.901, 1.362)
C (-0.126, 2.931, -1.193)
H (3.574, -4.162, -2.560)
H (2.546, -3.890, 2.747)
H (-3.257, -1.422, -3.463)
C (1.610, -5.805, 0.308)
S (-1.333, -2.049, -2.150)
H (-0.687, -2.674, -4.361)
H (-0.805, -4.778, 1.424)
C (1.668, -4.416, 0.236)
H (-1.914, -0.290, -3.694)
H (1.056, -6.294, 1.095)
H (2.224, -7.668, -0.532)
H (-1.070, -3.087, 1.855)
C (-1.169, 2.122, -1.947)
H (-3.736, 0.820, -2.413)
H (0.154, -0.282, -4.105)
H (2.448, -2.762, -0.879)
S (1.107, 1.893, -0.313)
C (2.482, 1.813, -1.509)
C (2.201, 1.064, -2.798)
H (2.784, 2.839, -1.726)
C (0.746, -1.162, -3.842)
H (1.048, -3.244, 3.430)
H (3.506, -6.630, -2.368)
H (3.091, 1.101, -3.429)
Sc (0.276, -0.825, -0.246)

Atomic partial charges in e from the Mulliken method, atoms 1 to 8:
1 C -0.829
2 C -1.839
3 H 0.512
4 H 0.395
5 H -0.172
6 C -0.920
7 H 0.439
8 C -1.045

No. 3
Computed, not measured: 2 unconnected molecules or ions with the total composition C3H8N2O, with the ωB97M-V functional and the def2-TZVPD basis.

Properties
Spin multiplicity: 3
Electronic energy (eV): -8260.6678
Expectation value of S²: 2.036
ΔE to the lowest compared entry with this formula, charge and spin (eV): 2.275
Total charge: 0

Geometry (Å):
N (-1.347, 0.077, -0.007)
H (-3.232, -0.054, -0.787)
H (-2.594, -1.477, 0.095)
H (2.970, -0.969, 0.413)
H (3.250, 0.776, 0.095)
H (1.377, -0.230, -1.458)
O (-1.174, 1.208, -0.497)
H (-3.308, -0.122, 1.060)
N (-0.493, -0.799, 0.082)
C (-2.750, -0.338, 0.153)
H (0.988, 1.231, -0.503)
C (2.563, 0.103, 0.395)
H (2.295, 0.320, 1.477)
C (1.456, 0.272, -0.518)

Atomic partial charges in e from the Mulliken method, atoms 1 to 8:
1 N 0.974
2 H 0.308
3 H 0.324
4 H 0.254
5 H 0.329
6 H 0.410
7 O -0.607
8 H 0.270

No. 4
Computed, not measured: 2 unconnected molecules or ions with the total composition C6H17N2, with the ωB97M-V functional and the def2-TZVPD basis.

Properties
Electronic energy (eV): -9466.7094
ΔE to the lowest compared entry with this formula, charge and spin (eV): 5.325
Total charge: +1

Geometry (Å):
H (-2.563, 0.178, 1.822)
H (1.583, -2.104, -0.307)
H (1.124, -1.390, 1.316)
C (1.783, 0.149, -1.594)
H (-1.071, 1.057, 1.819)
H (-2.326, 1.999, -0.453)
N (-2.349, -1.044, -0.670)
H (2.336, 1.048, -1.720)
H (0.804, 0.243, -2.044)
C (1.624, -0.008, -0.127)
H (1.353, 2.071, 0.352)
C (1.559, 1.088, 0.828)
N (-1.525, 1.347, -0.674)
H (2.215, -0.764, -1.933)
C (-1.635, 0.202, 1.455)
H (-2.307, -2.073, -0.582)
H (-0.991, -0.680, 1.640)
H (-2.294, -0.924, -1.699)
C (-1.298, 0.231, -0.010)
H (2.605, 1.444, 1.099)
H (-3.370, -0.697, -0.580)
H (0.969, 1.033, 1.758)
H (2.711, -1.633, 0.553)
H (-1.138, 1.571, -1.625)
C (1.747, -1.404, 0.411)

Atomic partial charges in e from the Mulliken method, atoms 1 to 8:
1 H 0.541
2 H 0.487
3 H 0.265
4 C -1.327
5 H 0.295
6 H 0.225
7 N -0.567
8 H 0.399

No. 5
Computed, not measured: C3H5N3 in the gas phase, with the ωB97M-V functional and the def2-TZVPD basis.

Properties
Electronic energy (eV): -7658.0966
ΔE to the lowest compared entry with this formula, charge and spin (eV): 4.359
Total charge: 0

Geometry (Å):
C (0.783, -1.027, -0.944)
C (1.157, -0.512, 0.287)
H (1.302, -1.672, -1.645)
H (-0.998, -0.839, -2.127)
H (-0.645, 2.097, 1.103)
N (-0.471, -0.560, -1.303)
N (-0.201, 1.299, 1.536)
C (-0.111, 0.200, 0.627)
H (-0.499, -0.750, 1.107)
H (0.735, 1.554, 1.828)
N (-1.051, 0.211, -0.468)

Atomic partial charges in e from the Mulliken method, atoms 1 to 8:
1 C -0.242
2 C -0.817
3 H 0.403
4 H 0.252
5 H 0.262
6 N 0.362
7 N -0.528
8 C 0.492

Which value of electronic energy does entry 5 give? -7658.0966 eV

electronic energy of number 2 (C18H28S4Sc)? -83154.6643 eV

total charge of number 2 (C18H28S4Sc)? +1

Number 4 is which compound? C6H17N2